No. 1
{
  "formula": "CH16NO7",
  "method": "ωB97M-V with the def2-TZVPD basis set",
  "species": ["O", "O", "O", "O", "O", "O", "O", "N", "C", "H", "H", "H", "H", "H", "H", "H", "H", "H", "H", "H", "H", "H", "H", "H", "H"],
  "coordinates": [[-1.5880, 3.8450, 1.0812], [3.3326, 0.0421, 0.7199], [0.0805, -1.9298, -3.1180], [2.6932, 1.9626, -1.3704], [-3.4980, -1.0574, -1.1808], [0.7579, -0.4007, 0.6909], [-1.0413, 1.1405, 1.7179], [-0.9271, -2.0187, 0.4649], [0.2421, -1.3983, -0.1052], [0.3803, -1.1682, -2.6246], [-0.6651, -2.3386, -2.6742], [0.9526, -2.2058, -0.2835], [1.9641, 1.5721, -0.8872], [-0.8680, -2.9223, 0.9178], [-1.2103, 1.2742, 2.6528], [-1.3641, -1.4472, 1.1764], [-3.3160, -0.2687, -0.6606], [-0.6775, 4.1399, 1.2267], [-0.3446, 0.4892, 1.5289], [3.4863, 1.6981, -0.8966], [-0.1497, -0.7300, -0.9004], [-1.3980, 2.8956, 1.1284], [2.4153, -0.2772, 0.8225], [3.4934, 0.6829, 1.4181], [-2.7507, -1.5793, -0.8449]],
  "gap_ev": [10.93, 7.02],
  "homo_energy_ev": [-11.06, -11.06],
  "spin_multiplicity": 2,
  "energy_ev": -17116.2833
}

***

No. 2
{
  "formula": "CH16O6S",
  "method": "ωB97M-V with the def2-TZVPD basis set",
  "species": ["S", "O", "O", "O", "O", "O", "O", "C", "H", "H", "H", "H", "H", "H", "H", "H", "H", "H", "H", "H", "H", "H", "H", "H"],
  "coordinates": [[-0.6204, 1.9188, -1.3635], [1.2346, 0.7972, 2.5938], [-1.1482, 0.2536, 1.6987], [2.0289, -0.5042, -0.3927], [0.5876, -2.8397, -0.9241], [-0.6793, -1.3249, -3.1559], [-1.3651, -2.4386, 1.4428], [0.1341, 3.1778, -0.2925], [-0.8439, -2.7564, 0.6182], [-0.2131, -0.5659, -3.5532], [1.7498, -0.0452, 0.4978], [-2.2494, -2.4131, 0.9652], [-0.4940, 4.1839, -0.3280], [-1.1909, -0.8092, -2.4977], [0.3246, 0.5253, 2.4074], [-1.7364, 0.3853, 0.7767], [2.7443, -1.1009, -0.1126], [1.1679, 3.5022, -0.5533], [1.2556, 1.6916, 2.9532], [1.0340, -2.0030, -0.8598], [0.0152, -2.6976, -1.6737], [-0.6544, 0.9984, -0.5269], [-1.0571, -0.7992, 1.5269], [-0.0243, 2.8639, 0.7534]],
  "smiles": "CS.O.O.O.O.O.O",
  "gap_ev": 9.53,
  "e_above_lowest_kcal_mol": 31.7,
  "homo_energy_ev": -9.56,
  "energy_ev": -24416.0305
}

***

No. 3
{
  "formula": "CH17LiO8",
  "method": "ωB97M-V with the def2-TZVPD basis set",
  "species": ["O", "O", "O", "O", "O", "O", "O", "O", "C", "Li", "H", "H", "H", "H", "H", "H", "H", "H", "H", "H", "H", "H", "H", "H", "H", "H", "H"],
  "coordinates": [[-3.9388, 0.6275, -0.3779], [-0.4418, 2.2285, 1.4481], [1.0852, -3.7545, -0.6869], [2.9322, 1.1965, 1.8811], [1.7342, 2.0605, -1.3119], [-2.3068, 0.9045, -2.2879], [-0.2708, -0.9725, 3.0171], [0.7722, 0.0425, 0.2791], [-0.4348, -0.5535, -0.1829], [1.7532, -1.7305, -0.4249], [3.7832, 1.5365, 1.5371], [-1.4238, -0.3135, 0.1871], [-0.1988, -1.6425, -0.5069], [-2.0178, 1.4385, -3.0559], [0.3362, -3.8815, -1.3739], [-3.3398, 0.8805, 0.2711], [-3.4378, 1.0055, -1.1079], [-0.1268, -1.9405, 2.8461], [2.5772, 1.7455, -1.6989], [-0.4278, 2.2885, 2.3681], [0.0672, -0.6845, 2.0691], [1.1752, 1.3285, -0.7219], [-1.4908, 0.5635, -1.9399], [-0.4018, -0.3195, -1.2629], [2.4572, 0.8655, 1.2041], [-0.0778, 1.5405, 0.6851], [1.6632, -4.4605, -0.8529]],
  "gap_ev": 8.14,
  "e_above_lowest_kcal_mol": 46.1,
  "homo_energy_ev": -9.68,
  "energy_ev": -17895.2098
}

***

No. 4
{
  "formula": "CH18FeO12",
  "method": "ωB97M-V with the def2-TZVPD basis set",
  "species": ["Fe", "O", "O", "O", "O", "O", "O", "O", "O", "O", "O", "O", "O", "C", "H", "H", "H", "H", "H", "H", "H", "H", "H", "H", "H", "H", "H", "H", "H", "H", "H", "H"],
  "coordinates": [[-0.5148, -2.6571, 2.0810], [-3.2353, -1.0786, -1.2053], [1.4830, 2.3108, 0.6554], [0.5198, -1.3234, 0.9176], [0.6028, 1.3718, -2.4994], [-0.3890, 0.4033, -0.1092], [-1.4713, -1.0829, 1.0583], [3.1366, -3.5625, 0.4956], [-2.6584, 1.3350, -1.5977], [-1.5535, 3.0134, 0.6277], [3.3409, -0.8711, 1.5395], [2.3770, -1.5002, -1.5116], [-3.0695, 1.1147, 1.8411], [-0.4231, -0.6516, 0.5512], [3.1408, -2.7540, 1.0079], [0.0965, 2.1841, -2.5007], [-2.9749, -0.1817, -1.4150], [-3.5556, 0.9034, 1.0441], [4.0552, -3.7082, 0.2695], [-2.8211, -1.2576, -0.3611], [2.3840, -0.8869, 1.5250], [0.8614, 1.5981, 0.5074], [1.4642, -1.2667, -1.3427], [2.2962, 2.0076, 0.2517], [-2.4231, 0.4133, 1.9211], [-2.2174, 2.4408, 1.0120], [-0.7715, 2.4650, 0.5638], [0.4211, 0.9770, -1.6466], [2.5187, -2.2981, -1.0022], [3.5811, -0.2483, 0.8534], [-2.3257, 1.4792, -2.4836], [-1.8750, 1.3114, -1.0482]],
  "gap_ev": [5.62, 5.60],
  "e_above_lowest_kcal_mol": 27.7,
  "homo_energy_ev": [-10.07, -10.07],
  "spin_multiplicity": 5,
  "energy_ev": -60284.1980
}